C45H58BrIN8O4V as an isolated structure, computed with ωB97M-V/def2-TZVPD.

Computed properties:
Relative energy (zero: lowest compared OMol25 entry of this formula, charge and spin): 115.7 kJ/mol
Strongest force on any atom: 0.74 eV Å⁻¹
E: -171546.16038 eV
<S²>: 0.77
Lowest unoccupied orbital energy (alpha / beta): -1.691 / -1.692 eV
Multiplicity: 2

Each line ends with the Löwdin spin population.
Geometry (Å):
V -0.8162 -0.5892 0.0012  0.928
C 0.5988 -2.4508 0.1965  -0.001
C -0.4937 -2.7225 -0.6898  -0.004
C -1.7108 -2.5233 0.0988  0.006
C -1.2706 -2.1746 1.4225  0.001
C 0.1344 -2.1804 1.4971  0.001
C 0.9439 -2.0251 2.7695  0.002
C 0.5480 -0.7430 3.5029  0.003
C 0.6450 -3.2338 3.6663  0.000
C 2.4395 -2.0081 2.4636  0.000
C -3.2029 -2.7475 -0.1952  0.003
C -4.0252 -2.4378 1.0660  0.000
C -3.4845 -4.2099 -0.5623  0.000
C -3.7472 -1.8136 -1.2868  0.003
C -0.2375 -3.4328 -2.0211  0.001
C 1.1687 -3.0656 -2.5464  0.001
C -1.2679 -3.1524 -3.1197  0.001
C -0.2116 -4.9518 -1.7711  -0.001
H 1.6384 -2.5357 -0.0682  0.001
H -1.9174 -1.9574 2.2570  0.002
H -0.5033 -0.7651 3.7949  0.000
H 0.6900 0.1324 2.8725  0.002
H 1.1449 -0.6178 4.4106  0.000
H -0.4128 -3.2713 3.9272  0.000
H 1.2214 -3.1693 4.5915  0.000
H 0.9031 -4.1665 3.1603  0.000
H 2.6931 -1.1708 1.8114  0.000
H 2.7557 -2.9418 1.9901  0.000
H 3.0098 -1.8903 3.3874  0.000
H -3.7653 -3.1028 1.8914  0.000
H -5.0820 -2.5878 0.8380  0.000
H -3.9065 -1.4004 1.3795  0.000
H -3.0067 -4.8870 0.1483  0.000
H -3.1476 -4.4670 -1.5654  0.000
H -4.5605 -4.3914 -0.5291  0.000
H -3.6470 -0.7779 -0.9598  0.001
H -4.8094 -2.0198 -1.4412  0.000
H -3.2493 -1.9414 -2.2453  0.000
H 1.3580 -1.9887 -2.5060  0.001
H 1.2809 -3.4094 -3.5773  0.000
H 1.9428 -3.5548 -1.9526  0.000
H -1.5354 -2.1018 -3.1769  0.001
H -2.1865 -3.7079 -2.9477  0.000
H -0.8787 -3.4678 -4.0910  0.000
H 0.5395 -5.1985 -1.0188  0.000
H 0.0348 -5.4852 -2.6938  0.000
H -1.1730 -5.3134 -1.4145  0.000
O -1.7814 4.7596 6.2073  0.000
C -2.6127 4.1592 5.5007  0.000
O -3.8221 3.9375 5.6663  0.000
C -1.9934 3.4562 4.2605  0.000
C -0.6442 3.6015 3.9716  0.000
C -0.1139 2.9442 2.8755  0.000
N -0.8274 2.1637 2.0631  0.002
C -2.1385 2.0572 2.3205  0.001
C -2.7529 2.6798 3.3958  0.000
C -2.9732 1.2430 1.3488  0.004
O -4.1864 1.3131 1.3738  0.007
O -2.3171 0.5034 0.4936  0.018
H -0.0404 4.2250 4.6171  0.000
H 0.9385 3.0835 2.6394  0.000
H -3.8137 2.5674 3.5683  0.000
C -0.2271 0.2115 -3.7577  0.002
C -0.3767 1.2703 -2.7294  0.003
N -0.2711 1.1172 -1.4242  0.002
C -0.4170 2.3825 -0.8716  0.001
C -0.5992 3.2907 -1.8572  0.000
N -0.5855 2.5752 -3.0404  0.001
C -1.0308 3.0811 -4.3199  0.000
N -2.3350 3.6753 -4.1962  0.000
N -2.6077 4.7970 -4.9113  0.000
N -3.8127 5.1497 -4.6980  0.000
C -4.3792 4.2644 -3.8022  0.000
C -5.6474 4.2611 -3.2153  0.000
C -5.9062 3.2814 -2.2885  0.000
C -4.9341 2.3197 -1.9418  0.000
C -3.6868 2.2984 -2.5227  0.000
C -3.4316 3.2966 -3.4712  0.000
H -0.0081 -0.7245 -3.2603  0.002
H 0.5835 0.4526 -4.4536  0.000
H -1.1333 0.0804 -4.3521  0.000
H -0.3880 2.5110 0.2005  0.000
H -0.8010 4.3468 -1.8311  0.000
H -1.0343 2.2490 -5.0255  0.000
H -0.3745 3.8648 -4.6967  0.000
H -6.3736 5.0206 -3.4688  0.000
H -6.8642 3.2548 -1.7881  0.000
H -5.1636 1.5959 -1.1724  0.000
H -2.9450 1.5775 -2.2053  0.000
Br 3.8929 2.8415 5.5984  0.000
C 5.0404 1.4825 4.9777  0.000
C 5.9655 0.9488 5.8665  0.000
C 6.8128 -0.0701 5.4652  0.000
C 6.7387 -0.5681 4.1738  0.000
C 5.8187 -0.0379 3.2830  0.000
C 4.9738 0.9923 3.6787  0.000
I 3.5901 1.7304 2.3076  0.000
H 6.0087 1.3367 6.8744  0.000
H 7.5271 -0.4778 6.1675  0.000
H 7.3921 -1.3701 3.8579  0.000
H 5.7488 -0.4265 2.2760  0.000
N 3.9593 0.2199 -3.2801  0.000
C 4.3835 -0.8112 -2.2687  0.000
C 3.7012 -0.4439 -0.9372  0.000
N 2.5755 0.4015 -1.2793  0.002
C 3.0050 1.7475 -1.6284  0.000
C 4.0926 1.6045 -2.7113  0.000
H 2.9587 0.0593 -3.4341  0.000
H 4.4687 0.1116 -4.1538  0.000
H 5.4705 -0.7926 -2.2135  0.000
H 4.0520 -1.7768 -2.6471  0.000
H 4.4108 0.0459 -0.2593  0.000
H 3.3530 -1.3487 -0.4492  0.000
H 1.7981 0.4108 -0.6124  0.003
H 3.4208 2.3120 -0.7867  0.000
H 2.1437 2.2977 -2.0103  0.000
H 5.0998 1.6776 -2.3050  0.000
H 3.9849 2.3266 -3.5170  0.000